P) A cluster of 3 separate species, C4H14N3 in total. Source: the Open Molecules 2025 dataset; level of theory: wB97M-V/def2-TZVPD.

Structure (XYZ):
```
21
Properties=species:S:1:pos:R:3:nbo_charge:R:1
N 1.357 -0.118 -1.189 -0.24
C 2.199 0.032 -0.074 -0.13
C 1.262 0.472 1.265 -0.28
C 0.226 1.491 0.927 -0.27
N -0.765 0.983 -0.037 -0.70
C 3.002 -1.283 0.158 -0.19
N 3.475 -1.717 -1.115 -0.73
H 1.499 0.645 -1.876 0.37
H -14.126 0.496 -0.367 -0.01
H -1.467 1.692 -0.142 0.39
H 2.876 0.862 -0.235 0.21
H 0.857 -0.491 1.588 0.25
H 1.928 0.938 1.950 0.26
H -0.248 1.899 1.802 0.27
H 0.760 2.255 0.365 0.22
H -15.281 -1.595 -0.662 0.01
H -0.284 0.683 -0.894 0.36
H 2.261 -1.910 0.648 0.19
H 3.857 -1.207 0.859 0.24
H 2.735 -1.482 -1.785 0.36
H 3.877 -2.646 -1.186 0.41
```

Summary:
Multiplicity = 1
Total charge = +1

Q) A cluster of 2 separate species, C4H14N3 in total. Source: the Open Molecules 2025 dataset; level of theory: wB97M-V/def2-TZVPD.

Structure (XYZ):
```
21
Properties=species:S:1:pos:R:3:nbo_charge:R:1
C 1.383 1.644 -1.732 -0.46
C -0.650 0.586 -1.143 0.70
N 0.604 0.501 -1.636 -0.54
N -1.181 1.672 -0.513 -0.74
N -1.497 -0.513 -1.257 -0.84
H 0.975 -0.416 -1.784 0.45
H -0.552 2.421 -0.117 0.43
H -2.085 1.673 -0.194 0.42
H -1.654 -0.998 -2.181 0.45
H -2.098 -0.773 -0.400 0.44
H 1.568 2.082 -2.765 0.25
H 2.460 1.258 -1.480 0.24
H 1.288 2.438 -0.937 0.22
C -0.004 -1.937 1.474 -0.62
C 0.239 -0.960 2.585 -0.64
H -1.025 -2.295 1.180 0.21
H 0.512 -1.534 0.455 0.16
H 0.625 -2.808 1.601 0.23
H 0.511 0.125 2.280 0.20
H 1.184 -1.323 3.219 0.23
H -0.602 -0.842 3.342 0.23
```

Summary:
Multiplicity = 1
Total charge = +1

R) A structure of composition C4H14N3. Source: the Open Molecules 2025 dataset; level of theory: wB97M-V/def2-TZVPD.

Structure (XYZ):
```
21
Properties=species:S:1:pos:R:3:nbo_charge:R:1
C -0.464 -1.930 -0.451 -0.48
C 1.460 0.555 -1.192 -0.46
C 1.696 0.595 1.329 -0.44
C -1.815 -0.174 0.200 -0.11
N -1.760 1.251 0.321 -0.83
N -0.532 -0.799 0.375 -0.17
N 0.768 0.536 0.103 -0.34
H 0.491 -2.379 -0.557 0.24
H -1.073 -2.676 0.097 0.27
H -0.971 -1.880 -1.406 0.19
H 2.375 1.249 -1.196 0.26
H 2.039 -0.416 -1.521 0.24
H 0.786 0.676 -1.999 0.23
H 1.448 -0.060 2.157 0.25
H 2.712 0.428 1.019 0.22
H 1.863 1.585 1.715 0.24
H -2.273 -0.545 -0.808 0.17
H -2.533 -0.528 0.968 0.24
H -1.821 1.793 -0.517 0.40
H -2.305 1.541 1.034 0.40
H -0.093 1.178 0.327 0.47
```

Summary:
Multiplicity = 1
Total charge = +1

Consider the structures shown above. The most stable of them is Q).